1.
Formula: C22H36CrN6OPS3
Source: OMol25
Level of theory: ωB97M-V with the def2-TZVPD basis set

The spin multiplicity is 4. The charge is +2. The gap between HOMO and LUMO (spin up / spin down) is 0.301 / 0.310 Ha. The highest occupied orbital energy (spin up / spin down) comes out at -13.884 / -13.882 eV.

Cartesian coordinates (Å):
Cr: -0.205628 0.030062 -0.074925
C: 4.770657 -0.217873 -2.383362
N: 3.315245 -0.317395 -2.264397
C: 2.464125 -0.678622 -3.271447
C: 1.208607 -0.653406 -2.745541
N: 1.287438 -0.272537 -1.433787
C: 2.577359 -0.087251 -1.160457
P: 3.275533 0.307292 0.476782
C: 2.148741 1.681524 0.864445
N: 0.834582 1.619132 0.688942
C: 0.318793 2.838268 1.027807
C: 1.346296 3.645105 1.417513
N: 2.494177 2.906706 1.304644
C: 3.844415 3.385013 1.600549
C: 2.320372 -0.975638 1.352088
N: 1.012104 -1.181971 1.198486
C: 0.695586 -2.261061 1.976059
C: 1.822732 -2.708862 2.598581
N: 2.839578 -1.888983 2.197331
C: 4.239652 -2.034666 2.591339
H: 5.042525 -0.440302 -3.410450
H: 5.099914 0.789440 -2.140725
H: 5.254241 -0.935513 -1.724934
H: 2.816093 -0.922473 -4.258492
H: 0.275416 -0.888580 -3.221518
H: -0.734383 3.045654 0.966739
H: 1.357487 4.663512 1.764542
H: 3.765321 4.363591 2.063788
H: 4.339333 2.708235 2.292567
H: 4.425355 3.471719 0.684987
H: -0.314159 -2.615387 2.064443
H: 1.982059 -3.520599 3.286913
H: 4.276477 -2.518279 3.563054
H: 4.776280 -2.643067 1.866084
H: 4.706754 -1.056884 2.668833
C: -3.642471 -2.025632 2.846023
C: -2.950895 -0.710121 3.175831
S: -2.181849 0.282986 1.857906
C: -3.485126 0.320873 0.612604
C: -3.556638 -0.876349 -0.342020
S: -1.956594 -1.595278 -0.830619
C: -2.151990 -3.379399 -0.485920
C: -3.051357 -3.842289 0.660049
S: -2.564938 -3.394138 2.344374
H: -4.446811 -1.891333 2.125601
H: -4.121466 -2.356247 3.768582
H: -2.176102 -0.850621 3.929768
H: -3.695078 -0.038372 3.607787
H: -3.275215 1.220729 0.051071
H: -4.449819 0.452305 1.105406
H: -4.086851 -0.586085 -1.247222
H: -4.112083 -1.689728 0.104542
H: -1.135189 -3.744226 -0.342583
H: -2.524258 -3.810970 -1.415014
H: -3.016086 -4.932843 0.644931
H: -4.097827 -3.593047 0.494868
C: -2.157681 1.005229 -3.206401
C: -1.543128 1.939882 -2.174976
C: -2.551877 3.025961 -1.812181
C: -0.280635 2.605676 -2.723545
O: -1.189022 1.252558 -0.967719
H: -2.319826 1.544466 -4.139453
H: -3.125674 0.628103 -2.872442
H: -1.519597 0.151705 -3.419698
H: -2.764151 3.638675 -2.688484
H: -2.155720 3.678825 -1.032787
H: -3.501781 2.606786 -1.478037
H: -0.505805 3.190321 -3.615829
H: 0.471669 1.859990 -2.987464
H: 0.142778 3.275716 -1.973403

Atomic forces in eV per Å
Cr 0.22 0.04 0.55
C 0.00 0.00 0.00
N -0.01 -0.03 0.00
C 0.00 -0.03 0.01
C -0.02 -0.03 -0.02
N -0.10 -0.16 -0.08
C 0.08 0.10 -0.04
P -0.03 0.00 0.12
C -0.02 -0.04 -0.10
N 0.03 -0.02 0.09
C 0.05 0.01 0.02
C 0.00 -0.02 0.01
N 0.01 0.01 0.03
C 0.00 0.00 -0.01
C -0.03 0.00 -0.11
N -0.02 0.00 0.02
C 0.07 0.09 0.05
C 0.00 0.02 -0.01
N 0.03 0.02 0.00
C 0.00 0.00 0.01
H 0.00 0.00 0.00
H 0.00 0.00 0.00
H 0.00 0.00 0.00
H 0.00 0.01 0.00
H -0.06 0.02 -0.01
H 0.00 0.00 0.00
H 0.00 0.00 -0.01
H 0.00 0.00 0.00
H 0.00 0.00 0.00
H 0.00 0.00 0.00
H -0.06 -0.05 -0.03
H 0.00 0.00 0.00
H 0.00 0.00 0.00
H 0.00 0.00 0.00
H 0.00 0.00 -0.01
C 0.00 0.01 -0.01
C 0.06 -0.01 0.03
S -0.01 0.12 -0.36
C -0.02 -0.02 -0.06
C 0.09 0.07 0.08
S -0.13 0.02 -0.31
C 0.07 0.01 0.15
C 0.07 0.06 -0.06
S -0.02 -0.05 -0.01
H 0.02 -0.03 -0.03
H -0.03 0.01 0.00
H 0.04 -0.02 -0.04
H 0.03 0.00 0.06
H -0.02 0.07 -0.03
H 0.02 -0.03 0.05
H 0.05 0.03 -0.02
H -0.06 -0.05 0.00
H 0.03 0.00 0.02
H 0.00 -0.02 0.00
H 0.00 -0.01 -0.02
H -0.02 0.02 0.03
C -0.05 -0.04 0.04
C 0.38 0.26 0.07
C 0.00 0.03 0.00
C 0.03 -0.07 -0.03
O -0.70 -0.30 -0.07
H -0.02 0.00 -0.01
H 0.01 0.00 0.01
H 0.08 -0.03 -0.02
H -0.01 0.02 0.00
H 0.00 -0.02 0.00
H 0.01 -0.02 0.03
H 0.00 0.00 0.00
H -0.03 0.03 -0.01
H 0.00 0.01 0.01


2.
Formula: C6H12N2
Source: OMol25
Level of theory: ωB97M-V with the def2-TZVPD basis set

The charge is 0. The gap between HOMO and LUMO (spin up / spin down) is 0.280 / 0.290 Ha. The highest occupied orbital energy (spin up / spin down) comes out at -6.862 / -7.363 eV.

Cartesian coordinates (Å):
C: -0.356578 -0.090426 -0.280411
C: 0.015282 -1.388298 0.004112
C: -1.016134 0.946043 0.582580
C: 1.153402 -0.810006 2.299908
C: -0.641918 1.578709 -2.235901
C: 0.655386 -1.831098 1.305760
N: 0.655578 -0.439824 -2.152985
N: -0.196919 0.325508 -1.542667
H: -0.290025 1.390357 1.326478
H: -1.459862 1.709944 -0.027090
H: -1.722616 0.325113 1.222367
H: 1.523443 0.061305 1.826440
H: 1.730672 -1.486765 2.898307
H: 0.204526 -0.549873 2.706086
H: -0.071537 2.414182 -2.011660
H: -0.471214 1.436713 -3.287996
H: -1.746598 1.638197 -2.062917
H: -0.045192 -2.460428 1.700841
H: 1.487716 -2.516456 0.884175
H: 0.592590 -0.252899 -3.155428

Atomic forces in eV per Å
C -0.42 0.15 1.25
C -0.22 1.44 0.58
C 0.50 -1.77 2.77
C -1.57 -1.72 -0.85
C -2.32 -2.82 0.42
C 2.11 0.32 -4.47
N 1.55 -0.70 -1.55
N 0.53 0.80 -2.08
H -0.71 -0.18 -0.91
H -0.52 0.23 0.25
H 0.25 1.44 -0.72
H 1.24 0.55 -0.17
H 0.84 0.95 1.16
H -0.34 0.67 1.47
H 0.83 1.66 1.15
H -0.10 -0.45 -0.45
H 1.03 0.64 -0.22
H -1.63 -2.01 1.54
H -0.98 0.87 0.87
H -0.07 -0.08 -0.05


3.
Formula: C20H61Hg2O15S
Source: OMol25
Level of theory: ωB97M-V with the def2-TZVPD basis set

The charge is +1. The gap between HOMO and LUMO is 0.095 Ha. The highest occupied orbital energy comes out at -11.921 eV.

Cartesian coordinates (Å):
Hg: -2.493210 0.871313 -3.933943
Hg: -2.757156 3.471222 1.465698
S: -0.178924 -0.109239 -0.645496
O: -0.422676 0.826697 0.453832
O: 0.154426 0.538771 -1.923658
O: 0.729857 -1.174047 -0.198715
O: -1.491153 -0.635501 -1.017826
O: -2.790069 3.616686 -2.018444
H: -2.095175 4.125003 -2.480256
C: 0.685145 -7.195497 -4.505808
C: 1.119855 -6.413668 -3.339532
O: 0.255903 -5.286060 -3.067011
H: 0.244201 -6.505217 -5.224959
H: -0.201818 -7.814634 -4.371454
H: 1.485565 -7.681456 -5.063727
H: 2.149574 -6.062584 -3.406776
H: 1.116624 -7.167373 -2.552124
H: 0.526427 -4.865400 -2.247585
C: 3.050725 5.311214 -4.928456
C: 1.713323 5.590335 -4.270376
O: 0.898054 6.004848 -5.373415
H: 3.799491 4.879564 -4.264280
H: 3.425499 6.232170 -5.375079
H: 2.976248 4.510606 -5.664378
H: 1.739835 6.436279 -3.583521
H: 1.315890 4.725501 -3.739151
H: 0.466174 5.193638 -5.650950
C: 5.273715 -2.311534 -4.408647
C: 4.584951 -1.536943 -3.413942
O: 4.029821 -0.374821 -3.984646
H: 6.074677 -1.712974 -4.842579
H: 4.765144 -2.655336 -5.309356
H: 5.948346 -3.088023 -4.048092
H: 5.254464 -1.295480 -2.588382
H: 3.757018 -2.188004 -3.133321
H: 3.144567 -0.264082 -3.630172
C: 0.198416 8.621415 1.727517
C: 0.081574 7.582194 2.810810
O: -0.142927 6.427600 2.109435
H: -0.772200 8.693501 1.236788
H: 1.033156 8.435172 1.051782
H: 0.408786 9.570491 2.220564
H: -0.757701 7.809620 3.468094
H: 0.962242 7.560044 3.452703
H: 0.692302 6.061543 1.809428
C: -4.973461 -4.909647 -3.212474
C: -5.123352 -3.620234 -4.144676
O: -3.782546 -3.063999 -4.134203
H: -4.252234 -5.689918 -3.455613
H: -5.969768 -5.351340 -3.192570
H: -4.741556 -4.487773 -2.234552
H: -5.772544 -2.928853 -3.607435
H: -5.525519 -3.757977 -5.148373
H: -3.146236 -3.761302 -3.959602
C: 5.319134 4.820656 1.075897
C: 4.303624 3.675875 1.155274
O: 3.256747 4.215863 0.359637
H: 5.348728 5.505527 0.228452
H: 6.343712 4.485045 1.236166
H: 5.126051 5.488203 1.915663
H: 3.760474 3.468423 2.077253
H: 4.604158 2.758357 0.649374
H: 2.811711 3.487816 -0.080236
C: -7.347407 -1.223891 1.687788
C: -6.271590 -0.405315 2.376155
O: -5.368777 0.269659 1.515280
H: -7.967747 -1.755202 2.409567
H: -6.834325 -2.012094 1.136803
H: -7.868901 -0.613661 0.950379
H: -5.737689 -0.996311 3.120310
H: -6.849924 0.254977 3.022404
H: -4.969030 -0.472231 1.055511
C: 4.120530 -2.404601 4.888316
C: 3.942911 -1.341390 3.815853
O: 4.145887 -2.058613 2.587101
H: 3.865664 -2.047188 5.886007
H: 5.096056 -2.890021 4.859596
H: 3.430785 -3.231924 4.721318
H: 4.619144 -0.564902 4.173449
H: 2.910595 -1.003441 3.906595
H: 3.382070 -1.778938 2.077229
C: -1.150842 0.795250 5.542433
C: -1.344980 2.240574 5.668165
O: -2.615264 2.583840 4.962424
H: -0.782771 0.520305 4.553987
H: -2.084215 0.262871 5.725379
H: -0.459683 0.420193 6.297243
H: -0.645796 2.855985 5.102028
H: -1.406959 2.609714 6.691880
H: -3.291720 2.488072 5.636849
C: -2.411686 -6.003511 3.193904
C: -1.830410 -5.096299 2.165710
O: -2.880379 -4.226372 1.834172
H: -2.453661 -5.461146 4.138452
H: -1.852915 -6.938467 3.235725
H: -3.439204 -6.281529 2.959375
H: -1.560107 -5.558203 1.216142
H: -1.063857 -4.437190 2.573238
H: -2.569911 -3.591277 1.184660

Atomic forces in eV per Å
Hg -0.22 0.41 0.65
Hg 0.13 -0.07 -0.76
S 2.84 -0.76 2.99
O -0.09 0.86 -0.65
O 0.01 -0.08 0.26
O -1.04 0.97 -1.39
O -1.77 -0.69 -1.37
O 0.16 -0.97 0.35
H -0.04 0.15 0.27
C -1.35 0.85 -2.39
C 0.49 -0.03 1.55
O -0.06 -0.72 -0.41
H 0.32 0.45 -0.40
H 0.46 -0.57 0.63
H -0.05 -0.30 0.44
H 0.05 0.06 -0.34
H -0.04 0.46 0.86
H 0.16 -0.14 0.06
C 0.70 -0.63 0.80
C 0.72 0.54 -0.95
O -1.05 -0.40 0.60
H 0.14 0.43 0.45
H 0.04 -0.22 -0.09
H -0.40 0.29 -0.39
H 0.19 -0.10 0.09
H -0.16 -0.11 -0.02
H -0.17 0.19 -0.49
C 3.42 -0.58 -2.65
C -1.64 -0.44 0.91
O -0.22 0.78 -0.27
H 0.03 0.69 -0.25
H -0.66 -0.12 0.48
H -0.71 -0.54 0.57
H -0.19 -0.02 0.23
H -0.14 0.13 1.01
H 0.10 0.10 0.00
C 0.10 1.46 1.08
C 0.44 1.71 -0.13
O -0.73 -3.13 -0.15
H 0.28 0.03 -0.35
H -0.23 -0.22 -0.12
H -0.06 0.40 -0.24
H -0.18 -0.21 -0.10
H 0.21 -0.22 -0.01
H 0.11 0.00 -0.07
C -1.76 1.41 -0.82
C 2.02 -1.64 1.77
O -0.53 1.01 -0.62
H 0.10 0.35 -0.52
H 0.06 -0.36 0.37
H -0.01 -0.30 0.10
H 0.03 0.08 -0.09
H 0.32 -0.28 -0.05
H -0.13 -0.14 -0.12
C 1.06 -0.11 2.13
C -0.55 1.03 -1.78
O -1.62 0.11 -1.15
H -0.63 -0.81 -0.49
H 0.05 -0.17 0.00
H -0.01 0.10 0.17
H 1.25 -0.09 0.74
H 0.57 -0.12 0.45
H -0.19 0.08 -0.04
C 1.30 -0.54 -0.71
C -1.29 -0.04 1.56
O -0.35 -0.19 0.12
H -0.27 0.43 -0.06
H -0.10 -0.26 -0.30
H -0.38 -0.07 0.31
H 0.32 -0.39 -0.22
H 0.49 0.99 -0.29
H 0.40 0.16 -0.41
C -0.69 -0.83 0.38
C -0.13 -2.03 1.77
O -0.15 1.56 0.09
H 0.41 0.22 0.11
H 0.21 0.46 0.10
H -0.21 0.00 -0.21
H 0.33 0.52 -1.36
H 0.00 0.36 -0.29
H 0.21 -0.25 -0.62
C 0.56 -1.47 0.29
C -1.54 1.77 -1.24
O 0.72 0.10 0.57
H -0.05 -0.06 0.03
H -0.08 0.05 -0.06
H 0.26 -0.01 -0.10
H 0.45 -0.24 0.37
H 0.05 -0.07 0.00
H -0.36 0.01 -0.18
C 0.08 -0.69 0.31
C -0.39 0.70 -0.54
O -1.46 1.29 -0.45
H 0.18 -0.37 0.18
H 0.14 0.11 0.50
H 0.02 0.13 -0.32
H 0.67 -0.55 0.32
H 0.74 -0.63 0.01
H 0.01 0.03 -0.03


The highest charge belongs to which entry?
C22H36CrN6OPS3


Look up the charge of the first one.
+2


Among the records above, which one has the highest charge?
C22H36CrN6OPS3


Which value of charge does entry 1 give?
+2